1.
Density functional theory data (ωB97M-V/def2-TZVPD) for C15H29NNiSi2 as an isolated structure at a distorted geometry.

XYZ file:
```
48
Properties=species:S:1:pos:R:3:lowdin_charge:R:1
C 1.11681 -1.37145 -2.22370 -0.217
C -0.28043 -1.18540 -2.41285 -0.223
C -0.95351 -1.65537 -1.26968 -0.201
C 0.01745 -2.13157 -0.34800 -0.179
C 1.30242 -1.92939 -0.92980 -0.208
Ni 0.37950 -0.22338 -0.81809 0.158
C -1.78765 1.62716 -0.73890 -0.114
C -0.47948 1.57603 -1.15139 -0.410
C 0.39483 2.29271 -1.90725 -0.112
N 0.95411 0.43014 0.77962 -0.129
H -2.02723 -1.74994 -1.15189 0.090
H -0.75105 -0.88522 -3.33816 0.096
H -0.17371 -2.59550 0.60036 0.058
H 2.24056 -2.20963 -0.46851 0.092
H 1.89410 -1.23417 -2.96748 0.077
H -2.46064 0.82812 -1.13138 0.020
H 1.95367 0.65963 0.64856 -0.063
H -2.20255 2.55130 -0.23421 0.026
H 0.17338 3.28768 -2.32102 0.005
H 1.38573 1.85523 -2.12044 0.014
C -0.96369 -1.31500 5.38530 -0.235
Si 0.02378 -1.47740 3.75366 0.378
C 1.79713 -1.51233 4.39549 -0.212
C -0.39455 -3.22318 3.08907 -0.226
C -0.23067 -0.17752 2.42839 -0.354
Si -0.28792 1.64481 2.97568 0.418
C 0.81300 1.90701 4.53754 -0.214
C 0.24475 3.06235 1.88611 -0.223
C -2.08178 2.04941 3.50228 -0.218
H -0.64471 -2.14701 6.04096 0.000
H -2.05213 -1.36799 5.23357 0.011
H -0.73578 -0.38487 5.91970 -0.003
H 1.84230 -2.22236 5.23901 0.008
H 2.50306 -1.82715 3.61168 0.019
H 2.10523 -0.52684 4.77214 0.001
H -1.39232 -3.29525 2.61151 0.023
H 0.35733 -3.60844 2.37241 0.012
H -0.40047 -3.92626 3.94852 0.005
H -0.95076 -0.43313 1.62681 -0.013
H 1.87367 1.85756 4.26190 0.015
H 0.63286 2.92000 4.92567 0.007
H 0.64062 1.20391 5.35999 -0.014
H -0.20773 3.03478 0.88179 -0.007
H -0.00443 4.03844 2.33559 0.012
H 1.33691 3.05677 1.74232 0.020
H -2.74194 2.03383 2.62494 0.009
H -2.46401 1.32565 4.23295 -0.001
H -2.14064 3.05323 3.95030 -0.001
```

Output
HOMO-LUMO gap (alpha / beta): 3.7 / 4.2 eV
Total energy: -74306.233 eV
2S+1: 3
LUMO energy (alpha / beta): 0.206 / 0.203 hartree
Net charge: -2

***

2.
Density functional theory data (ωB97M-V/def2-TZVPD) for a 8-piece molecular cluster, C38H38F40N2O8S overall at a distorted geometry.

XYZ file:
```
127
Properties=species:S:1:pos:R:3:lowdin_charge:R:1
O -0.35224 5.08173 -3.68697 -0.330
S 0.70764 5.25318 -2.68142 0.700
O 0.84560 4.45742 -1.45543 -0.309
O 2.19083 5.34147 -3.44715 -0.293
C 2.58490 4.31505 -4.38660 -0.265
C 3.58656 3.41564 -3.73430 -0.080
C 0.50169 7.09010 -2.33700 -0.092
H 3.00827 4.89246 -5.20847 0.127
H 1.70460 3.75426 -4.70075 0.114
H 4.38779 4.03816 -3.33605 0.082
H 4.01936 2.85287 -4.56139 0.078
H 3.32380 2.69053 -2.96407 0.085
H -0.30593 7.18974 -1.61179 0.065
H 0.35389 7.55555 -3.31148 0.063
H 1.46313 7.43034 -1.95233 0.056
N 2.10164 -9.80260 -4.30800 0.046
C 0.81823 -10.10536 -4.55114 -0.177
C -0.24071 -9.58032 -3.87424 -0.084
C 0.01444 -8.42689 -3.15363 -0.109
C 1.25234 -7.83745 -3.13447 -0.060
C 2.34914 -8.66244 -3.62520 -0.111
H 0.67170 -10.94586 -5.21333 0.101
H -1.26216 -9.84304 -4.10666 0.104
H -0.82180 -7.82397 -2.83179 0.103
H 1.43354 -6.80654 -2.86840 0.094
H 3.38915 -8.41113 -3.47820 0.093
N -2.83587 -2.91301 1.23988 0.052
C -1.82834 -3.80478 1.38771 -0.172
C -0.56722 -3.51053 1.87329 -0.070
C -0.29616 -2.16012 2.03418 -0.109
C -1.20351 -1.14721 1.87165 -0.084
C -2.49095 -1.56880 1.49754 -0.108
H -2.17787 -4.81210 1.21591 0.095
H 0.18172 -4.27513 2.01770 0.101
H 0.68217 -1.81132 2.33018 0.102
H -0.95431 -0.09641 1.88147 0.102
H -3.22937 -0.79342 1.35643 0.090
C -6.40539 -1.02349 -5.60248 -0.067
C -6.67854 -2.34789 -6.45492 -0.382
C -8.21333 -2.66130 -6.69458 -0.364
F -8.86506 -2.77845 -5.55003 0.117
F -8.88934 -1.84479 -7.46172 0.134
F -6.01323 -2.24775 -7.62411 0.123
F -6.09511 -3.37360 -5.74884 0.092
O -6.89697 0.07992 -6.31222 0.013
C -7.65301 1.05526 -5.64512 -0.501
C -6.83075 1.78945 -4.56758 -0.219
F -7.47525 2.90714 -4.02633 0.048
F -6.47370 1.10513 -3.43619 0.086
F -8.00393 1.77111 -6.75027 0.140
F -8.80344 0.57466 -5.14797 0.163
H -5.33124 -0.86413 -5.50801 0.143
H -6.79744 -1.15101 -4.59345 0.140
H -8.29469 -3.62735 -7.19277 0.165
H -5.95328 2.24431 -5.02720 0.172
C -4.86669 -11.93761 2.73206 -0.028
C -3.88802 -11.50442 3.93194 -0.395
C -3.09070 -10.23170 3.74428 -0.379
F -2.09782 -10.13590 4.64797 0.104
F -2.50529 -10.10836 2.59970 0.143
F -4.72225 -11.37225 5.00925 0.106
F -3.07126 -12.53864 4.24364 0.120
O -5.76873 -10.85815 2.47984 0.001
C -7.09279 -11.10552 2.13887 -0.502
C -7.52356 -10.33951 0.84166 -0.373
F -6.84417 -10.65944 -0.20292 0.162
F -8.82826 -10.34897 0.61613 0.125
F -7.23747 -12.42317 1.98703 0.152
F -7.70266 -10.68741 3.27259 0.146
H -5.34281 -12.85336 3.08250 0.135
H -4.46216 -12.25619 1.77135 0.142
H -3.73262 -9.35306 3.80768 0.172
H -7.30227 -9.28294 0.99270 0.169
C -2.40030 8.94202 4.03105 -0.072
C -1.79261 9.34779 5.39466 -0.522
C -2.78350 9.27882 6.54887 -0.332
F -2.55519 9.98715 7.62700 0.134
F -3.92490 9.82412 6.07655 0.078
F -0.70427 8.64816 5.61555 0.156
F -1.40191 10.60336 5.31676 0.152
O -2.95810 7.64394 4.02053 0.009
C -4.32386 7.46576 3.59331 -0.478
C -4.62793 5.88045 3.56326 -0.341
F -4.26111 5.43077 4.76476 0.099
F -5.82241 5.44365 3.35080 0.159
F -5.04942 8.05555 4.54423 0.156
F -4.47036 8.01118 2.39589 0.170
H -1.57745 9.01269 3.31969 0.146
H -3.02740 9.79248 3.76353 0.145
H -3.04153 8.27733 6.89316 0.175
H -3.95528 5.38775 2.86121 0.167
C 6.00616 7.51232 4.14572 -0.046
C 4.91458 6.83276 3.29014 -0.531
C 4.59083 5.61312 4.01893 -0.361
F 5.59718 4.68137 4.13601 0.079
F 3.98191 5.74166 5.17805 0.155
F 3.84945 7.69587 3.27408 0.128
F 5.28348 6.54632 2.08714 0.201
O 5.50009 7.93717 5.41209 0.010
C 5.73007 9.30234 5.77482 -0.576
C 5.19919 9.51730 7.16099 -0.314
F 5.80108 8.76016 8.08873 0.103
F 5.45954 10.68282 7.74371 0.119
F 7.04569 9.43857 5.82366 0.175
F 5.21970 10.08868 4.88440 0.215
H 6.25001 8.36585 3.51316 0.144
H 6.86516 6.86216 4.31156 0.150
H 3.98956 5.05821 3.29874 0.170
H 4.13975 9.26492 7.20561 0.177
C 9.36099 -1.87021 -3.71865 -0.040
C 10.76119 -1.30135 -3.77447 -0.575
C 10.93926 0.10542 -3.19274 -0.238
F 12.16736 0.78200 -3.41012 0.047
F 9.86947 0.91694 -3.33293 0.096
F 11.49341 -2.20763 -3.23738 0.195
F 11.16551 -1.21750 -5.01054 0.166
O 8.90448 -1.84928 -2.35524 0.015
C 7.88107 -2.68366 -1.89835 -0.475
C 7.46607 -2.24191 -0.45014 -0.355
F 6.97167 -0.98696 -0.33573 0.099
F 6.61899 -3.03794 0.07938 0.156
F 6.76548 -2.66548 -2.64011 0.159
F 8.40656 -3.95234 -1.98028 0.123
H 9.39956 -2.87775 -4.13275 0.149
H 8.60757 -1.40144 -4.35167 0.147
H 10.95174 -0.01113 -2.10906 0.161
H 8.27123 -2.26504 0.28421 0.170
```

Output
HOMO-LUMO gap: 9.6 eV
SMILES: FC(F)C(F)(F)COC(F)(F)C(F)F.FC(F)C(F)(F)COC(F)(F)C(F)F.FC(F)C(F)(F)COC(F)(F)C(F)F.FC(F)C(F)(F)COC(F)(F)C(F)F.FC(F)C(F)(F)COC(F)(F)C(F)F.CCOS(C)(=O)=O.c1ccncc1.c1ccncc1
Total energy: -178909.865 eV
LUMO energy: -0.001 hartree

***

3.
Density functional theory data (ωB97M-V/def2-TZVPD) for one molecule with the formula C4H7F2N at a distorted geometry.

XYZ file:
```
14
Properties=species:S:1:pos:R:3:lowdin_charge:R:1
C 0.51871 -0.41435 0.97782 -0.148
C 0.55623 0.50031 -0.17153 -0.332
C -0.73277 -1.60576 1.04377 -0.280
C -0.51666 1.55627 -0.17460 -0.007
N 1.04459 -0.01330 -1.29689 0.165
F -0.46487 -2.39687 -0.08254 -0.082
F -1.86888 -1.02572 0.69857 -0.010
H 1.34453 -1.20414 1.02446 0.116
H 0.19734 0.02684 1.97627 0.119
H -1.41126 1.20574 0.37836 0.096
H -0.78211 1.41273 -1.21421 0.081
H -0.28993 2.50810 0.15041 0.056
H 1.03521 0.40655 -2.19504 0.111
H 1.36989 -0.95641 -1.11484 0.115
```

Output
HOMO-LUMO gap (alpha / beta): 7.6 / 6.7 eV
Total energy: -11182.700 eV
LUMO energy (alpha / beta): 0.008 / -0.003 hartree